Entry 1:
ORCA calculation (ωB97M-V with the def2-TZVPD basis set) on C39H47HgN5O2SbSi as an isolated structure.

Calculated values
LUMO level (alpha / beta)	0.5 / -1.0	eV
Kohn-Sham gap (alpha / beta)	6.312 / 4.797	eV
ΔE to the lowest compared entry with this formula, charge and spin	0.894	eV
charge	0
<S²>	0.756
2S+1	2
HOMO energy (alpha / beta)	-5.81 / -5.81	eV
largest force on an atom	0.851	eV/A

Last column: Löwdin charge in e.
Positions of all 96 atoms, in Å:
Hg (0.36356, 0.01361, 0.31578)  1.24
C (-3.91961, 1.86596, -3.43082)  -0.03
C (-2.43732, 1.89989, -3.19063)  -0.34
C (-1.55696, 1.32745, -4.10860)  -0.03
C (-0.19624, 1.41831, -3.88973)  -0.06
C (0.25044, 2.09962, -2.76596)  -0.13
C (-0.69109, 2.62536, -1.89272)  -0.54
N (-2.00862, 2.52300, -2.09531)  0.06
Sb (-0.05658, 3.89606, -0.28560)  1.34
C (-1.09258, 2.87597, 1.29261)  -0.51
C (-1.51877, 3.70565, 2.32063)  -0.15
C (-2.23278, 3.16621, 3.37895)  -0.05
C (-2.51379, 1.81532, 3.35606)  -0.02
C (-2.04201, 1.03113, 2.30504)  -0.32
C (-2.36054, -0.43174, 2.28789)  -0.04
N (-1.32440, 1.55526, 1.30677)  0.01
C (2.85952, 1.51246, 1.40969)  -0.41
C (4.28519, 1.23026, 1.81893)  -0.10
C (4.59460, 0.25362, 2.67452)  -0.13
C (3.57438, -0.61294, 3.20698)  -0.11
C (2.30556, -0.48878, 2.72076)  -0.41
C (1.22351, -1.41073, 3.23317)  -0.04
N (1.91776, 0.44569, 1.81774)  -0.07
H (-4.18040, 2.51860, -4.26613)  0.08
H (-4.25705, 0.85838, -3.67885)  0.08
H (-4.45011, 2.21432, -2.54520)  0.07
H (-1.94385, 0.81392, -4.97955)  0.12
H (0.50564, 0.96425, -4.57864)  0.12
H (1.30864, 2.20435, -2.56494)  0.07
H (-1.29482, 4.76425, 2.28679)  0.08
H (-2.56772, 3.78932, 4.19825)  0.11
H (-3.08462, 1.34711, 4.14681)  0.12
H (-3.42934, -0.57698, 2.09455)  0.08
H (-1.81404, -0.97050, 1.51916)  0.03
H (-2.13113, -0.88567, 3.25177)  0.09
H (5.05019, 1.86428, 1.38291)  0.10
H (5.62941, 0.09105, 2.95609)  0.10
H (3.79762, -1.35278, 3.96236)  0.09
H (1.16522, -1.34384, 4.32036)  0.08
H (0.24869, -1.15254, 2.82276)  0.02
H (1.43768, -2.45130, 2.97645)  0.06
C (4.18240, -1.00212, -0.69748)  -0.16
Si (3.00955, 0.31875, -1.31898)  0.43
C (2.78847, 1.75688, -0.10676)  -0.27
C (3.71727, 1.05689, -2.91160)  -0.16
N (1.40034, -0.31924, -1.50710)  -0.17
C (0.84874, -0.97136, -2.56431)  -0.36
C (1.58216, -1.54552, -3.62107)  -0.06
C (0.97007, -2.08617, -4.74177)  -0.09
C (-0.41905, -2.08280, -4.84821)  -0.09
C (-1.16170, -1.56278, -3.79354)  -0.06
C (-0.53416, -1.06558, -2.66692)  -0.25
O (-1.24090, -0.47286, -1.61493)  -0.07
C (-2.46118, -0.94590, -1.21567)  -0.27
C (-3.29702, -0.02180, -0.60172)  -0.04
C (-4.53378, -0.42765, -0.12311)  -0.09
C (-4.94305, -1.74775, -0.25685)  -0.09
C (-4.09640, -2.66101, -0.87305)  -0.07
C (-2.85381, -2.27131, -1.35216)  -0.03
H (5.20448, -0.62499, -0.62205)  0.04
H (4.18017, -1.85266, -1.38624)  0.02
H (3.88723, -1.35543, 0.29429)  0.02
H (3.47767, 2.56958, -0.36096)  0.08
H (2.53418, 2.45747, 1.88956)  0.12
H (1.78809, 2.14280, -0.34259)  -0.07
H (4.70664, 0.64244, -3.11886)  0.03
H (3.82695, 2.13980, -2.81858)  0.03
H (3.09147, 0.86144, -3.78276)  0.02
H (2.66186, -1.55738, -3.54934)  0.10
H (1.58015, -2.50486, -5.53310)  0.10
H (-0.91705, -2.47276, -5.72585)  0.10
H (-2.24270, -1.53158, -3.85147)  0.12
H (-2.95941, 1.00870, -0.51563)  0.10
H (-5.18181, 0.29607, 0.35352)  0.11
H (-5.91217, -2.06046, 0.10787)  0.10
H (-4.40499, -3.69388, -0.98720)  0.10
H (-2.19109, -2.98551, -1.81747)  0.11
O (-0.41108, -2.51575, 0.73964)  0.01
C (-0.35404, -3.56793, 0.12898)  -0.50
C (-0.99520, -4.83732, 0.60776)  -0.09
C (0.16770, -5.81910, 0.91475)  -0.17
C (1.50273, -5.14474, 1.31956)  -0.18
C (2.42365, -4.69801, 0.16678)  -0.16
C (1.90977, -3.48712, -0.61354)  -0.18
N (0.49673, -3.72092, -0.94680)  0.09
H (-1.66207, -5.24337, -0.15654)  0.12
H (-1.58807, -4.61932, 1.49401)  0.12
H (0.34351, -6.46519, 0.05007)  0.11
H (-0.15121, -6.47595, 1.72470)  0.11
H (2.06229, -5.85042, 1.93530)  0.11
H (1.28656, -4.28519, 1.96646)  0.10
H (2.54134, -5.53800, -0.52855)  0.11
H (3.41664, -4.47634, 0.56462)  0.11
H (2.47710, -3.32258, -1.52980)  0.10
H (1.96468, -2.57213, -0.02461)  0.09
H (0.37569, -4.61503, -1.40682)  0.14

=====

Entry 2:
ORCA calculation (ωB97M-V with the def2-TZVPD basis set) on C39H47N5S2V as an isolated structure in a non-equilibrium geometry.

Calculated values
LUMO level (alpha / beta)	-11.5 / -11.5	eV
Kohn-Sham gap (alpha / beta)	4.877 / 4.894	eV
charge	+3
2S+1	1
HOMO energy (alpha / beta)	-16.41 / -16.41	eV
largest force on an atom	3.279	eV/A

Last column: Löwdin charge in e.
Positions of all 94 atoms, in Å:
V (11.34102, 12.58580, 10.56790)  0.97
C (16.02499, 13.24050, 13.71336)  -0.36
S (14.35165, 13.30716, 14.35826)  0.96
C (13.49928, 13.22887, 12.85432)  -1.03
S (11.73846, 13.20905, 12.98956)  0.76
N (14.15847, 13.09604, 11.73220)  -0.03
N (13.38563, 12.94497, 10.60661)  -0.11
C (13.90451, 13.26228, 9.40036)  0.02
C (13.18828, 13.02207, 8.19525)  -0.24
C (13.59745, 13.19478, 6.86041)  0.07
C (12.67612, 12.94606, 5.82294)  0.06
C (11.41021, 12.40005, 6.19824)  0.01
C (11.11835, 12.14981, 7.50123)  -0.07
N (11.95230, 12.56162, 8.47645)  0.04
H (16.69606, 13.37585, 14.58072)  0.06
H (16.25182, 14.06067, 12.99679)  0.06
H (16.22741, 12.26044, 13.23888)  0.06
H (14.92525, 13.67930, 9.29122)  0.17
H (14.63976, 13.44369, 6.67215)  0.14
H (12.88556, 13.28503, 4.79484)  0.15
H (10.70295, 12.05059, 5.44316)  0.14
H (10.18705, 11.68588, 7.85080)  0.12
C (6.84583, 9.68259, 10.00580)  -0.04
C (7.88806, 10.15739, 8.95322)  -0.38
C (7.15101, 10.09924, 7.61138)  -0.07
C (9.17023, 9.32625, 9.05323)  -0.12
C (9.04691, 8.05200, 8.46254)  0.00
C (10.16028, 7.25674, 8.40656)  -0.02
C (11.25876, 7.53741, 9.19253)  -0.01
C (11.39298, 8.72571, 9.91237)  -0.11
C (12.63571, 8.76943, 10.79714)  -0.35
C (13.91620, 9.10204, 9.99376)  -0.04
C (12.53580, 9.55332, 12.13203)  -0.04
C (10.35459, 9.68513, 9.75305)  -0.14
N (10.23994, 10.96031, 10.43552)  -0.02
C (9.36432, 11.07091, 11.48547)  -0.04
C (8.59453, 12.19482, 11.85095)  -0.14
C (7.64226, 12.07660, 12.88152)  0.02
C (6.85622, 13.14697, 13.25233)  0.03
C (6.87317, 14.34070, 12.48616)  0.03
C (7.85080, 14.53229, 11.54983)  0.02
C (8.71076, 13.47461, 11.15167)  -0.17
N (9.80845, 13.73708, 10.35752)  0.02
C (9.72328, 14.84926, 9.45704)  -0.17
C (8.71494, 14.95163, 8.47932)  -0.11
C (8.68724, 16.13387, 7.70932)  -0.02
C (9.64192, 17.11831, 7.76554)  0.01
C (10.67492, 17.00090, 8.73152)  0.02
C (10.69677, 15.89342, 9.59062)  -0.13
C (11.64849, 15.97122, 10.78728)  -0.39
C (11.03782, 16.73844, 11.99958)  -0.02
C (13.00366, 16.59052, 10.41264)  -0.06
C (7.50582, 14.04256, 8.19969)  -0.38
C (6.19988, 14.72818, 8.56561)  -0.04
C (7.53404, 13.62832, 6.72537)  -0.05
H (6.13039, 10.53208, 10.25644)  0.11
H (7.30220, 9.31832, 10.92762)  0.07
H (6.24705, 8.88505, 9.57005)  0.09
H (8.17411, 11.20018, 9.11842)  0.08
H (6.85564, 9.05947, 7.42398)  0.08
H (7.74375, 10.42598, 6.73598)  0.09
H (6.22293, 10.73108, 7.65238)  0.11
H (8.10113, 7.68816, 8.08376)  0.13
H (10.17300, 6.32333, 7.85602)  0.13
H (12.13650, 6.86653, 9.24679)  0.15
H (12.86703, 7.71915, 11.09234)  0.15
H (14.02795, 10.21107, 9.95315)  0.06
H (13.87603, 8.67931, 8.98829)  0.09
H (14.77942, 8.69531, 10.52396)  0.10
H (12.76588, 10.62074, 11.92923)  0.02
H (13.23046, 9.16188, 12.87756)  0.11
H (11.52209, 9.59459, 12.52580)  0.07
H (9.30696, 10.16928, 12.08878)  0.16
H (7.53621, 11.12226, 13.43833)  0.16
H (6.10710, 12.98805, 14.02900)  0.14
H (6.15599, 15.11771, 12.69405)  0.14
H (7.99844, 15.51526, 11.05655)  0.15
H (7.87884, 16.22829, 7.01482)  0.11
H (9.57331, 17.90186, 6.99994)  0.14
H (11.47687, 17.73519, 8.84361)  0.12
H (11.77520, 14.89188, 11.11836)  0.02
H (11.41182, 17.77058, 11.97452)  0.10
H (11.30083, 16.27136, 12.96878)  0.08
H (9.93487, 16.72538, 11.92418)  0.08
H (12.78790, 17.67715, 10.31227)  0.09
H (13.43237, 16.25272, 9.46135)  0.08
H (13.72749, 16.49254, 11.25973)  0.11
H (7.57434, 13.14552, 8.83561)  0.10
H (5.97675, 15.60617, 7.88948)  0.12
H (6.12149, 15.07040, 9.61686)  0.08
H (5.42438, 13.98248, 8.40749)  0.09
H (7.33658, 14.52120, 6.08627)  0.10
H (6.72996, 12.89481, 6.49090)  0.10
H (8.47465, 13.24595, 6.36386)  0.06

=====

- What is the formula in the first record?
  C39H47HgN5O2SbSi

=====

- Which value of largest force on an atom does entry 1 give?
  0.851 eV/A

=====

- What is the formula in the first record?
  C39H47HgN5O2SbSi

=====

- Among the records above, which one has the highest 2S+1?
  C39H47HgN5O2SbSi